Here is a molecular structure, C19H57Ag4N13O10 in a non-equilibrium geometry from the OMol25 dataset. Energies are from the ωB97M-V functional and the def2-TZVPD basis.

orbital gap	3.4	eV
charge	+2
energy relative to the best compared isomer or geometry (same formula, charge and spin)	356.46	kcal per mole
HOMO level	-0.41605	hartree

```
103
C19H57Ag4N13O10, DFT the ωB97M-V functional and the def2-TZVPD basis
Ag 2.59251 4.42707 6.17363
Ag -1.39979 1.29121 5.76389
Ag 2.47220 -0.19956 4.95921
Ag -2.94545 -3.15431 4.76651
O 0.98652 2.12774 2.68076
C 0.13946 1.60515 1.59876
C -0.29696 0.13979 1.47816
O -0.52804 -0.51685 2.71358
H 0.68227 1.86007 0.68856
H -0.69380 2.30018 1.49527
H 0.51128 -0.30637 0.89869
H -1.21299 -0.16142 0.96996
C 1.57866 -6.75322 -1.75128
C 1.18850 -5.90317 -2.92250
C 0.26273 -4.77834 -2.49230
O -0.02165 -3.96321 -3.56104
C -0.99938 -3.01016 -3.27447
N 2.50920 -5.32352 -3.43140
H 2.08059 -7.66951 -2.06204
H 0.60707 -7.04614 -1.35339
H 2.20400 -6.15973 -1.08433
H 0.79432 -6.69035 -3.56520
H 0.86966 -4.16097 -1.83004
H -0.59248 -5.20132 -1.96522
H -1.88961 -3.34166 -2.73997
H -1.36965 -2.79892 -4.27765
H -0.60681 -2.07170 -2.88295
H 2.89744 -4.63793 -2.79947
H 2.28309 -5.02899 -4.37067
C -4.57966 -7.38317 1.22855
C -4.28110 -5.97441 1.78138
C -5.15371 -4.90328 1.24494
O -4.75915 -3.69482 1.85689
C -5.34395 -2.53237 1.35142
N -4.19620 -6.13582 3.18727
H -4.50450 -7.33585 0.14217
H -5.63179 -7.65137 1.32438
H -3.85702 -8.13540 1.54482
H -3.23170 -5.81859 1.53125
H -6.21706 -5.09262 1.39174
H -5.00286 -4.88128 0.16566
H -5.02876 -1.64872 1.90634
H -6.42990 -2.45201 1.39987
H -4.90290 -2.28163 0.38669
H -5.11437 -6.36513 3.54011
H -3.74350 -7.02925 3.31749
C -2.87910 2.97551 -6.98943
C -4.17096 3.51933 -6.37304
C -3.79159 4.78363 -5.55210
O -2.99520 4.52573 -4.34369
C -3.43597 3.64188 -3.33394
N -5.06502 3.95957 -7.39514
H -2.08182 3.68674 -7.20532
H -2.86503 2.56086 -7.99737
H -2.49266 2.26766 -6.25614
H -4.59874 2.75323 -5.72636
H -4.67638 5.33238 -5.22943
H -3.20673 5.45111 -6.18497
H -2.86475 3.66428 -2.40588
H -3.31666 2.64977 -3.76936
H -4.52149 3.73923 -3.31735
H -4.79591 4.90401 -7.63121
H -6.04858 3.99751 -7.16870
C 4.07126 7.51530 1.94413
O 4.00967 8.64711 2.24151
N 4.98123 6.91743 1.29594
N 3.24256 6.59056 2.38012
H 5.59102 7.58727 0.84920
H 4.88893 5.92224 1.15042
H 2.39049 7.01196 2.72144
H 3.30017 5.61398 2.12898
C 6.51555 2.89390 4.08866
O 5.91129 3.22049 5.10153
N 7.78794 2.81394 4.00983
N 5.86880 2.46492 3.02683
H 8.19452 2.99365 3.10291
H 8.12557 3.12992 4.90775
H 6.49946 2.16520 2.29708
H 4.88317 2.35830 3.21985
C 4.72466 -0.70111 -2.10784
O 4.69746 -1.91107 -1.91795
N 4.15693 0.19266 -1.39233
N 5.35696 -0.11111 -3.10332
H 3.54230 -0.13702 -0.66182
H 4.24207 1.16643 -1.64652
H 5.24557 0.88250 -3.24622
H 5.86326 -0.66031 -3.78314
C 2.85168 -4.54976 2.94776
O 3.56298 -5.32439 3.54738
N 3.17052 -3.51634 2.33092
N 1.61652 -4.83103 2.76095
H 2.39734 -3.17802 1.77610
H 4.10712 -3.50707 1.95304
H 1.25279 -5.62949 3.26123
H 1.04547 -4.04601 2.48213
C -1.15790 6.98121 4.74249
O -0.82968 6.40201 5.78551
N -1.59206 8.23156 4.66096
N -1.05016 6.49380 3.53370
H -1.72535 8.79481 5.48866
H -1.98134 8.57674 3.79528
H -1.30467 7.02680 2.71441
H -0.77273 5.53697 3.36757
```


Here is 8 unconnected molecules or ions with the total composition C19H57BNO13 in a non-equilibrium geometry from the OMol25 dataset. Energies are from the ωB97M-V functional and the def2-TZVPD basis.

orbital gap	9.6	eV
charge	-1
HOMO level	-0.25569	hartree

```
91
C19H57BNO13, DFT the ωB97M-V functional and the def2-TZVPD basis
B 0.74895 0.94067 -1.01560
H 0.01042 1.56771 -0.54061
H 0.22696 0.05868 -1.35301
H 1.24004 1.44110 -1.83576
H 1.47120 0.68984 -0.25425
C 2.74899 4.94727 1.24638
C 1.84721 3.91267 0.58770
O 2.64733 2.85949 0.12380
O 3.46522 4.49405 2.40429
H 2.05987 5.75862 1.48077
H 3.51504 5.27588 0.54404
H 1.23285 4.35587 -0.19603
H 1.14515 3.50172 1.31319
H 2.08238 2.09868 -0.02983
H 4.03383 3.76667 2.14122
C -1.61138 2.21089 -4.05293
C -1.78183 3.11863 -2.76002
O -0.53583 3.28193 -2.13815
O -1.44847 0.85650 -3.57497
H -0.73353 2.44920 -4.65350
H -2.54119 2.27180 -4.61849
H -2.36188 2.59302 -2.00149
H -2.19013 4.11804 -2.91029
H -0.25618 2.52198 -1.62253
H -0.61276 0.76317 -3.11186
C 1.65452 -1.82517 1.30359
C 0.36836 -1.20849 1.91569
O 0.33201 0.20352 1.97646
O 1.64786 -1.75957 -0.10256
H 1.63667 -2.87485 1.59672
H 2.52678 -1.32411 1.72338
H 0.18182 -1.53625 2.93838
H -0.48590 -1.50774 1.30841
H 0.33484 0.61787 1.11048
H 1.39564 -0.87066 -0.36300
C 5.37764 -0.86538 0.92760
C 6.53963 -1.18587 -0.05116
O 7.71616 -0.34987 0.06852
O 4.62291 0.30555 0.52157
H 5.77912 -0.65499 1.91889
H 4.67058 -1.68868 1.02929
H 6.21251 -0.99546 -1.07332
H 6.91713 -2.20467 0.03622
H 7.40073 0.54809 -0.05705
H 4.00016 0.03343 -0.15647
C 2.61056 -0.59439 -3.67644
C 3.13934 -1.98914 -3.81425
O 2.66998 -2.90751 -2.79483
O 2.95705 -0.08530 -2.41260
H 1.53513 -0.54410 -3.84681
H 3.05861 0.08117 -4.40513
H 4.22101 -1.90398 -3.71024
H 2.95821 -2.26248 -4.85377
H 2.38828 -2.31746 -2.09192
H 2.25642 0.38049 -1.95026
C -2.57190 -1.81848 3.74193
O -3.23997 -3.06889 3.39571
C -4.57321 -2.88026 2.87459
C -4.87774 -3.73868 1.62239
N -4.20884 -3.04077 0.53252
C -4.22150 -3.87289 -0.70269
C -3.20285 -3.34525 -1.69570
O -1.89418 -3.39024 -1.09914
C -0.84228 -2.85289 -1.91641
H -2.43818 -1.20455 2.85126
H -1.60656 -2.10978 4.15589
H -3.14333 -1.30531 4.51539
H -4.78921 -1.81951 2.74700
H -5.20259 -3.26319 3.67792
H -5.94205 -3.91935 1.47175
H -4.50460 -4.74191 1.82827
H -3.24791 -2.85423 0.78138
H -5.23809 -4.01859 -1.06796
H -3.82095 -4.86481 -0.49359
H -3.47557 -2.35869 -2.07043
H -3.21304 -3.97222 -2.58727
H 0.19982 -2.95992 -1.61528
H -1.01581 -1.81857 -2.21336
H -0.82551 -3.49670 -2.79580
C -2.83668 1.86018 3.15350
C -3.14862 3.21519 2.44715
C -1.96250 3.73524 1.63586
O -4.24489 3.04519 1.67075
H -2.13472 2.00237 3.97515
H -2.31227 1.18812 2.47421
H -3.74583 1.45123 3.59432
H -3.34574 3.88465 3.28444
H -1.78468 3.07397 0.78781
H -1.06579 3.86581 2.24164
H -2.24679 4.69871 1.21276
H -4.30146 2.12691 1.39658
```


Here is 4 unconnected molecules or ions with the total composition C19H57BrN9O7P4 in a non-equilibrium geometry from the OMol25 dataset. Energies are from the ωB97M-V functional and the def2-TZVPD basis.

orbital gap	3.6	eV
charge	-1
HOMO level	-0.11868	hartree

```
97
C19H57BrN9O7P4, DFT the ωB97M-V functional and the def2-TZVPD basis
O -6.18131 -0.54562 1.10929
P -5.43261 0.68693 0.58058
O -5.44593 0.69474 -1.12575
O -6.19309 2.04605 1.23375
C -3.60887 0.52286 1.07228
O -3.09753 1.86071 1.43238
Br -3.48233 -0.55157 2.75532
H -4.51395 0.58376 -1.39212
H -5.60408 2.82191 1.24214
H -2.98595 2.30995 0.57457
O 1.66819 1.24782 1.72432
P 2.08780 -0.06432 2.39915
N 3.61954 -0.13720 1.62001
C 4.22512 -1.25824 0.93123
C 4.57154 0.92023 1.93984
N 0.93536 -1.04485 1.58024
C 1.23418 -2.22593 0.79534
C -0.24367 -0.38486 1.01781
N 2.47903 -1.47421 3.40110
C 1.34389 -1.85240 4.28355
C 3.63013 -1.29446 4.30986
H 4.28022 -2.16620 1.54301
H 5.25026 -1.04054 0.61948
H 3.69098 -1.48735 0.00712
H 5.04435 0.75807 2.91683
H 4.07837 1.89576 1.97381
H 5.36340 1.00941 1.19312
H 1.53624 -1.96537 -0.22516
H 0.34965 -2.86816 0.72191
H 2.00475 -2.84976 1.24800
H -0.01782 0.10858 0.06374
H -0.64364 0.35678 1.70803
H -1.05186 -1.10129 0.84727
H 1.08737 -1.04094 4.97257
H 1.59114 -2.74297 4.86731
H 0.44873 -2.10254 3.71597
H 3.53670 -0.38087 4.90588
H 4.57411 -1.26021 3.76586
H 3.72297 -2.14287 4.99228
O 8.21271 0.79546 1.03141
P 8.85939 1.07594 -0.33365
N 10.33413 0.29877 0.08630
C 11.68590 0.80671 -0.03758
C 10.27847 -1.14428 0.29340
N 8.99322 2.77094 -0.04447
C 10.21834 3.54655 -0.08199
C 8.08673 3.36149 0.93664
N 9.45266 1.39774 -1.97289
C 8.46503 2.16625 -2.77601
C 9.74471 0.19353 -2.77888
H 11.93196 1.14547 -1.05045
H 12.43177 0.05024 0.21792
H 11.86417 1.62537 0.66139
H 10.24467 -1.69291 -0.65646
H 9.38836 -1.42399 0.86298
H 11.13192 -1.51276 0.86623
H 10.76684 3.47909 0.86337
H 9.99478 4.60501 -0.25688
H 10.87683 3.25446 -0.89874
H 8.42426 3.17981 1.96421
H 7.07710 2.96408 0.82626
H 8.00443 4.44375 0.79074
H 7.52618 1.61433 -2.88713
H 8.86357 2.38297 -3.77006
H 8.23349 3.13104 -2.32731
H 8.90496 -0.50818 -2.77695
H 10.63376 -0.32618 -2.42241
H 9.96586 0.46313 -3.81412
O -11.39810 1.10586 -0.95721
P -10.74658 0.00975 -1.81376
N -12.00001 -1.13827 -1.54312
C -11.87596 -2.52698 -1.14770
C -13.31894 -0.80489 -2.06492
N -9.42170 -0.26454 -0.75623
C -9.04255 -1.54354 -0.17894
C -9.06589 0.79889 0.18082
N -9.95205 -1.06451 -2.98000
C -8.69014 -0.47409 -3.49883
C -10.75108 -1.38348 -4.18094
H -11.22280 -3.10971 -1.80696
H -12.84161 -3.03989 -1.14724
H -11.51019 -2.61277 -0.12368
H -13.38480 -0.97016 -3.14886
H -13.55835 0.24590 -1.88048
H -14.11176 -1.38429 -1.58622
H -9.63085 -1.76861 0.71759
H -7.98869 -1.53046 0.11464
H -9.13557 -2.36883 -0.88504
H -9.72963 0.81152 1.05483
H -9.10656 1.77665 -0.30218
H -8.03662 0.67619 0.53240
H -8.87786 0.47025 -4.02166
H -8.19789 -1.16478 -4.18834
H -7.97124 -0.27838 -2.70392
H -11.14385 -0.47951 -4.65824
H -11.58572 -2.04501 -3.94811
H -10.15059 -1.92694 -4.91451
```


Here is a molecular structure, C19H58N4O8 in a non-equilibrium geometry from the OMol25 dataset. Energies are from the ωB97M-V functional and the def2-TZVPD basis.

orbital gap	7.7	eV
charge	0
HOMO level	-0.28239	hartree

```
89
C19H58N4O8, DFT the ωB97M-V functional and the def2-TZVPD basis
C 1.18907 -0.16138 3.36534
C 1.38419 -1.21706 2.21721
C 1.21503 -2.67398 2.68878
O 0.58518 -0.95991 1.07490
H 1.47078 -0.48855 4.36619
H 0.09925 -0.17684 3.37787
H 1.60418 0.77166 2.98428
H 2.40259 -1.05981 1.86191
H 0.22903 -3.12188 2.56510
H 1.65885 -2.99247 3.63201
H 1.55772 -3.32088 1.88121
H 1.01695 -0.20865 0.66166
O 1.62071 0.48505 0.24787
H 2.48024 0.73155 0.58947
H 1.79251 0.19610 -0.64836
O -1.02399 2.19869 -1.55260
H -1.97187 2.07116 -1.51386
H -0.67988 1.65841 -0.84133
O -0.36589 0.62617 -0.49336
H 0.59130 0.62217 -0.49568
H -0.60957 -0.29699 -0.42531
C -4.44577 1.27422 2.05124
C -3.39052 0.37323 1.36273
C -1.97082 0.29415 2.09857
O -1.56667 1.68960 2.41129
C -0.68881 2.21831 1.50011
N -3.86988 -1.00031 1.34385
H -4.21599 2.32823 1.89514
H -4.44871 1.08973 3.12551
H -5.42326 1.10795 1.59851
H -3.27915 0.63266 0.30993
H -1.23263 -0.33298 1.59869
H -2.08617 -0.16339 3.08115
H 0.18683 1.57526 1.41157
H -0.59160 3.26935 1.77208
H -1.13095 2.23371 0.50393
H -4.86338 -0.97960 1.16324
H -3.41270 -1.46065 0.56979
C 3.17026 -1.34949 -1.35357
C 1.80876 -0.96104 -1.84954
C 0.68199 -1.67462 -1.05592
O -0.64621 -1.40547 -1.38353
C -1.06871 -1.52879 -2.72861
N 1.77038 0.45902 -1.66371
H 4.02678 -0.76396 -1.68767
H 3.44277 -2.36432 -1.64333
H 3.23977 -1.40720 -0.26732
H 1.86678 -1.23369 -2.90329
H 0.77389 -1.45504 0.00777
H 0.88137 -2.74579 -1.02518
H -0.72641 -2.50359 -3.07604
H -0.77596 -0.74604 -3.42840
H -2.14310 -1.69782 -2.65640
H 2.46175 0.93953 -2.22159
H 0.95643 0.79814 -2.15624
C 0.88865 3.67886 -2.75252
C 1.80778 2.88809 -1.68533
C 2.81255 3.88795 -1.05950
O 3.85735 4.23862 -1.99748
C 4.44770 5.57980 -1.80801
N 1.04542 2.21528 -0.58759
H 0.85660 4.72811 -2.45900
H -0.08949 3.19787 -2.75378
H 1.39207 3.64743 -3.71879
H 2.28957 2.12508 -2.29673
H 3.32137 3.28837 -0.30472
H 2.33955 4.68073 -0.47995
H 5.26681 5.57758 -1.08888
H 3.69709 6.36629 -1.72986
H 4.90126 5.94095 -2.73103
H 1.59756 1.56911 -0.04198
H 0.23155 1.77307 -0.99027
C -2.89556 -2.77345 -1.23811
C -2.31931 -2.32502 0.11064
C -1.14230 -3.09533 0.61386
O -1.52293 -4.49968 0.77642
C -1.03648 -5.02700 1.91453
N -2.06598 -0.94717 0.01134
H -2.14556 -2.86372 -2.02391
H -3.70416 -2.17173 -1.65305
H -3.34535 -3.76082 -1.13369
H -3.21564 -2.36246 0.72975
H -0.76659 -2.62669 1.52343
H -0.33683 -3.07033 -0.12010
H -1.81882 -5.66385 2.32738
H -0.77975 -4.31045 2.69474
H -0.22385 -5.69216 1.62244
H -1.41820 -0.66136 -0.70894
H -1.46305 -0.72398 0.79029
```


These records have E_tot values of -76440.937 -49406.700 -155564.617 -42944.025 eV, in the order they appear.
These records have E_LUMO values of -7.939 2.656 0.355 0.025 eV, in the order they appear.